# 1
{
  "formula": "C3H3ClN2S",
  "method": "ωB97M-V with the def2-TZVPD basis set",
  "e_homo_ev": -7.51,
  "multiplicity": 1,
  "relative_energy_kcal_mol": 81.3,
  "total_charge": 0,
  "symbols": ["C", "C", "C", "N", "N", "S", "Cl", "H", "H", "H"],
  "xyz": [[2.01661, 0.56215, -0.76387], [0.10275, 0.04371, 0.49131], [1.26496, -0.51010, -0.12663], [2.61198, 1.38805, -1.27720], [-0.64593, 0.69689, 1.12020], [-3.06454, -0.96995, -0.88778], [-3.44436, 0.33530, 0.60297], [0.99840, -1.25481, -0.88954], [1.89751, -0.98783, 0.63249], [-1.73738, 0.69658, 1.09805]],
  "forces_ev_per_a": [[0.002, -0.176, -0.015], [-2.799, 1.796, 1.748], [0.842, -0.692, -0.580], [0.336, 0.461, -0.247], [2.281, -1.727, -1.443], [0.732, -0.515, -0.520], [0.198, 0.665, 0.799], [-0.112, 0.083, 0.291], [-0.207, -0.038, -0.058], [-1.272, 0.144, 0.025]]
}

# 2
{
  "formula": "C2H10N4O",
  "method": "ωB97M-V with the def2-TZVPD basis set",
  "e_homo_ev": -7.85,
  "multiplicity": 1,
  "relative_energy_kcal_mol": 32.8,
  "smiles": "NC(N)=O.CNN",
  "total_charge": 0,
  "symbols": ["N", "C", "N", "O", "H", "H", "H", "H", "C", "N", "N", "H", "H", "H", "H", "H", "H"],
  "xyz": [[2.13327, -0.27069, -0.00499], [1.39771, 0.52223, 0.84349], [1.07525, 1.75722, 0.32742], [1.10463, 0.17772, 1.97912], [2.51297, 0.12335, -0.84887], [2.59953, -1.05357, 0.42226], [0.39127, 2.25798, 0.87343], [0.92133, 1.81461, -0.66641], [-2.08087, 0.19290, -0.40174], [-0.87345, -0.45660, 0.06529], [-0.75093, -1.77765, -0.53741], [-2.21150, 1.11870, 0.15569], [-2.97985, -0.42570, -0.29697], [-1.95889, 0.43497, -1.46102], [-0.86412, -0.57400, 1.10747], [-0.44284, -1.61371, -1.49753], [0.02649, -2.22775, -0.05923]],
  "forces_ev_per_a": [[-0.081, 0.067, 0.105], [0.063, -0.075, 0.194], [0.140, 0.340, 0.040], [0.281, 0.111, -0.216], [0.133, -0.106, 0.154], [0.009, 0.110, -0.106], [0.039, -0.136, -0.015], [-0.015, -0.049, 0.051], [0.011, -0.352, 0.116], [0.077, -0.201, 0.881], [-0.406, 0.030, 0.173], [-0.030, 0.068, -0.019], [-0.039, 0.010, 0.003], [-0.063, 0.063, 0.000], [-0.227, 0.014, -1.449], [0.125, -0.026, 0.277], [-0.018, 0.133, -0.191]]
}

# 3
{
  "formula": "C6H12O2",
  "method": "ωB97M-V with the def2-TZVPD basis set",
  "e_homo_ev": -8.65,
  "multiplicity": 1,
  "relative_energy_kcal_mol": 51.3,
  "smiles": "C=C(O)/C=C/CC.O",
  "total_charge": 0,
  "symbols": ["C", "C", "O", "C", "C", "C", "C", "H", "H", "H", "H", "H", "H", "H", "H", "H", "H", "O", "H", "H"],
  "xyz": [[0.33993, 2.75690, 0.55580], [0.58201, 1.51659, 0.97750], [1.07405, 1.42454, 2.27262], [0.08898, 0.26915, 0.34807], [0.73462, -0.87746, 0.55040], [0.31332, -2.11995, -0.22334], [1.14586, -2.35289, -1.47743], [0.66414, 3.58973, 1.16631], [-0.02668, 2.99297, -0.42257], [1.04299, 0.50966, 2.55720], [-0.77998, 0.40191, -0.27546], [1.54296, -1.04216, 1.25195], [0.41628, -3.00984, 0.40961], [-0.74890, -2.02989, -0.38607], [1.07745, -1.56356, -2.16956], [2.18889, -2.47453, -1.20813], [0.82869, -3.28692, -1.94502], [-3.49732, 0.08106, -2.20580], [-3.79827, -0.36050, -1.41070], [-2.67089, 0.52330, -2.00748]],
  "forces_ev_per_a": [[0.628, 0.027, -0.157], [-1.391, 0.560, 1.323], [0.349, -0.152, -0.643], [1.664, 0.779, 0.816], [-1.182, -1.180, -0.970], [0.369, 0.028, 1.048], [-0.190, -1.161, 0.829], [-0.050, -0.049, 0.032], [-0.243, -0.180, -0.309], [-0.044, -0.165, 0.049], [0.048, -0.333, -0.379], [0.282, 0.546, -0.096], [0.058, 0.138, 0.049], [-0.391, -0.015, -0.602], [-0.189, 1.040, -0.901], [0.263, 0.018, 0.060], [0.020, 0.094, -0.148], [-0.195, -0.026, -0.436], [0.131, 0.033, 0.216], [0.064, -0.002, 0.218]]
}

# 4
{
  "formula": "C4H3N3O",
  "method": "ωB97M-V with the def2-TZVPD basis set",
  "e_homo_ev": -10.10,
  "multiplicity": 1,
  "relative_energy_kcal_mol": 23.7,
  "smiles": "[H]/N=C1\\C=NC(=O)C=N1",
  "total_charge": 0,
  "symbols": ["H", "N", "C", "C", "N", "C", "O", "C", "N", "H", "H"],
  "xyz": [[-2.96623, -0.90169, 0.11066], [-2.66271, 0.08898, 0.03889], [-1.37310, 0.10394, -0.01466], [-0.58586, -1.13841, -0.03627], [0.69581, -1.28096, 0.00438], [1.39065, -0.08490, 0.02250], [2.59026, -0.03939, 0.01448], [0.64047, 1.17247, -0.01157], [-0.63783, 1.31288, -0.03656], [-1.16810, -2.05648, -0.09135], [1.21239, 2.10842, 0.05780]],
  "forces_ev_per_a": [[0.069, 0.674, -0.198], [1.529, -0.372, 0.129], [-0.753, 0.276, -0.044], [0.894, -1.211, 0.103], [-1.712, -0.453, -0.087], [0.827, 0.222, -0.234], [0.472, -0.129, 0.123], [-1.574, 1.858, 0.376], [0.244, -0.279, 0.006], [-0.057, -0.070, 0.050], [0.061, -0.515, -0.225]]
}

| no. | energy (eV) |
| --- | --- |
| 1 | -29493.79307 |
| 2 | -10243.70572 |
| 3 | -10510.08432 |
| 4 | -10712.62381 |